Density functional theory data (ωB97M-V with the def2-TZVPD basis set) for a molecular structure, C48H51IN5O5P2STi in a non-equilibrium geometry.

Results
orbital gap (alpha / beta): 0.2430 / 0.2672 Eh
lowest unoccupied orbital energy (alpha / beta): 0.0 / 0.0 eV
2S+1: 2
total energy: -4737.7652 Eh

CARTESIAN COORDINATES (ANGSTROEM)
Ti: 0.11 0.93 -0.36
O: 1.77 -0.42 2.03
S: 0.98 0.56 2.72
O: 1.66 1.59 3.47
N: -0.05 1.20 1.64
C: -1.03 2.09 2.12
C: -1.25 2.41 3.45
C: -2.36 3.18 3.84
C: -3.25 3.65 2.93
C: -3.03 3.41 1.56
C: -3.88 3.93 0.55
C: -3.57 3.70 -0.76
C: -2.43 2.95 -1.07
N: -1.61 2.44 -0.17
C: -1.91 2.64 1.15
C: 0.04 -0.37 3.92
C: -1.25 -0.83 3.69
C: -1.86 -1.63 4.64
C: -1.20 -1.97 5.81
C: 0.09 -1.49 6.04
C: 0.71 -0.69 5.09
H: -0.55 2.09 4.20
H: -2.50 3.39 4.89
H: -4.12 4.24 3.23
H: -4.74 4.51 0.84
H: -4.19 4.08 -1.56
H: -2.18 2.79 -2.10
H: -1.77 -0.57 2.78
H: -2.87 -2.00 4.46
H: -1.68 -2.60 6.55
H: 0.61 -1.75 6.95
H: 1.71 -0.31 5.25
C: 4.10 -5.81 0.03
O: 2.90 -5.10 0.23
C: 2.54 -4.81 1.52
C: 3.13 -5.37 2.64
C: 2.68 -5.00 3.91
C: 1.67 -4.07 4.04
C: 1.08 -3.51 2.91
C: 1.51 -3.87 1.64
N: 0.98 -3.37 0.44
C: 0.41 -2.11 0.26
N: -0.72 -1.88 0.99
C: -1.85 -1.30 0.35
C: -1.74 -0.25 -0.56
C: -2.94 0.03 -1.24
C: -4.14 -0.60 -0.98
C: -4.23 -1.56 0.02
C: -3.07 -1.92 0.67
O: -3.00 -2.88 1.66
C: -4.16 -3.65 1.90
N: 0.84 -1.25 -0.60
C: 1.97 -1.67 -1.34
C: 3.23 -1.72 -0.76
C: 4.34 -2.12 -1.50
C: 4.18 -2.47 -2.83
C: 2.93 -2.44 -3.42
C: 1.82 -2.04 -2.68
O: 0.55 -1.96 -3.18
C: 0.33 -2.52 -4.46
H: 4.27 -5.82 -1.05
H: 4.02 -6.84 0.39
H: 4.94 -5.31 0.52
H: 3.93 -6.09 2.54
H: 3.14 -5.43 4.78
H: 1.32 -3.77 5.02
H: 0.32 -2.75 3.03
H: 1.59 -3.61 -0.33
H: -0.98 -2.67 1.56
H: -2.95 0.79 -2.00
H: -5.03 -0.32 -1.53
H: -5.18 -2.03 0.25
H: -3.88 -4.41 2.62
H: -4.51 -4.13 0.98
H: -4.97 -3.04 2.31
H: 3.32 -1.43 0.28
H: 5.32 -2.13 -1.03
H: 5.04 -2.78 -3.41
H: 2.83 -2.72 -4.46
H: -0.75 -2.49 -4.62
H: 0.67 -3.56 -4.50
H: 0.82 -1.95 -5.25
C: 1.45 1.07 -4.18
P: 0.04 1.37 -3.04
C: -1.32 0.68 -4.08
C: -0.12 3.20 -3.36
C: -0.55 3.59 -4.63
C: -0.75 4.92 -4.96
C: -0.52 5.90 -4.01
C: -0.07 5.53 -2.75
C: 0.13 4.20 -2.40
P: 0.75 3.85 -0.67
C: -0.15 5.13 0.32
C: 2.36 4.75 -0.81
H: 1.16 1.38 -5.19
H: 1.71 0.01 -4.19
H: 2.32 1.63 -3.87
H: -1.00 0.52 -5.11
H: -2.20 1.32 -4.07
H: -1.60 -0.28 -3.64
H: -0.74 2.83 -5.38
H: -1.09 5.18 -5.96
H: -0.68 6.94 -4.25
H: 0.11 6.31 -2.02
H: -1.21 5.16 0.06
H: 0.28 6.12 0.20
H: -0.07 4.84 1.37
H: 2.20 5.74 -1.24
H: 3.06 4.19 -1.44
H: 2.79 4.83 0.18
I: 3.63 1.69 0.34
C: 2.14 1.29 -1.19
H: 2.61 0.49 -1.77
H: 2.29 2.18 -1.81

Density functional theory data (ωB97M-V with the def2-TZVPD basis set) for a molecular structure, C12H18AgF12O6P2 in a non-equilibrium geometry.

Results
orbital gap: 0.2293 Eh
energy above the lowest of the compared OMol25 structures with the same formula, charge and spin: 607.0 kJ/mol
lowest unoccupied orbital energy: -1.9 eV
charge: -1
total energy: -2947.9368 Eh

CARTESIAN COORDINATES (ANGSTROEM)
Ag: 1.66 -0.17 0.29
P: 1.11 4.30 -4.55
F: 0.73 5.50 -5.66
F: 0.70 3.26 -5.71
F: 2.55 4.36 -5.22
F: 1.45 3.08 -3.68
F: 1.53 5.33 -3.41
F: -0.44 4.15 -3.99
P: 5.76 0.63 3.00
F: 4.61 -0.60 3.15
F: 5.62 0.93 4.55
F: 6.90 -0.48 3.33
F: 6.86 1.76 2.89
F: 5.88 0.44 1.37
F: 4.56 1.76 2.77
O: -2.31 -2.38 3.32
C: -3.26 -2.49 4.03
O: -4.26 -1.65 3.95
C: -5.19 -1.76 4.99
C: -5.12 -3.23 5.18
C: -3.65 -3.59 5.07
H: -6.12 -1.39 4.56
H: -4.64 -1.05 5.62
H: -5.69 -3.76 4.42
H: -5.46 -3.47 6.19
H: -3.26 -4.58 4.81
H: -3.25 -3.25 6.03
O: -1.78 3.71 0.94
C: -2.35 4.70 1.40
O: -3.71 4.88 1.46
C: -4.06 6.18 2.00
C: -2.73 6.98 1.79
C: -1.67 5.89 2.03
H: -4.28 6.09 3.06
H: -4.68 6.73 1.30
H: -2.61 7.91 2.34
H: -2.79 7.41 0.79
H: -1.32 5.82 3.06
H: -0.76 5.99 1.43
O: 2.41 -4.63 -3.59
C: 2.58 -5.26 -4.66
O: 1.52 -5.81 -5.32
C: 1.90 -6.50 -6.53
C: 3.39 -6.83 -6.21
C: 3.89 -5.70 -5.31
H: 1.81 -6.04 -7.51
H: 1.47 -7.50 -6.50
H: 4.00 -6.87 -7.12
H: 3.53 -7.82 -5.77
H: 4.38 -4.85 -5.79
H: 4.57 -6.10 -4.56